{
  "formula": "C4H2OS",
  "method": "wB97M-V/def2-TZVPD",
  "lumo_ev": -1.45,
  "energy_ha": -626.926481,
  "homo_energy_ev": -9.362,
  "spin_multiplicity": 1,
  "smiles": "O=CC#CC=S",
  "e_above_lowest_kcal_mol": 5.5,
  "species": ["O", "C", "C", "C", "C", "S", "H", "H"],
  "positions_angstrom": [[-3.253, -0.216, -0.536], [-2.554, -0.178, 0.431], [-1.181, 0.180, 0.141], [0.040, 0.462, 0.066], [1.411, 0.731, -0.056], [2.551, -0.428, -0.033], [-2.884, -0.345, 1.480], [1.786, 1.744, -0.155]]
}